(1)
Molecular formula: C2H5NO2
Method: DFT, the ωB97M-V functional and the def2-TZVPD basis

ΔE to the lowest compared entry with this formula, charge and spin, kJ/mol: 245.5
Largest force on an atom, Eh/bohr: 0.04536
Highest occupied orbital energy, eV: -9.02
SMILES string: C/C(O)=N\O

XYZ file:
```
10
Properties=species:S:1:pos:R:3:mulliken_charge:R:1
C -0.43 1.00 0.02 -1.27
C -0.22 -0.49 -0.03 0.85
O -1.38 -1.18 -0.11 -0.48
N 0.83 -1.17 0.21 -0.46
O 2.03 -0.55 0.05 -0.32
H -1.49 1.20 0.06 0.28
H 0.06 1.45 0.88 0.37
H -0.03 1.46 -0.89 0.38
H -1.20 -2.13 -0.05 0.35
H 1.82 0.41 -0.16 0.31
```


(2)
Molecular formula: C25H18BrFeN8O4S2
Method: DFT, the ωB97M-V functional and the def2-TZVPD basis

ΔE to the lowest compared entry with this formula, charge and spin, kJ/mol: 101.2
Largest force on an atom, Eh/bohr: 0.01978
Highest occupied orbital energy (spin up / spin down), eV: -7.87 / -7.91
2S+1: 2

XYZ file:
```
59
Properties=species:S:1:pos:R:3:mulliken_charge:R:1
Fe 0.26 0.23 0.13 1.29
N -3.71 0.57 -1.79 0.12
C -2.38 0.60 -1.94 -0.40
N -1.82 0.04 -0.89 0.29
C -2.87 -0.31 -0.10 0.26
N -4.04 -0.01 -0.61 -0.77
C -2.61 -0.92 1.20 0.11
C -3.59 -1.39 2.06 -0.41
N -3.27 -1.93 3.23 -0.61
C -1.98 -2.01 3.52 -0.39
C -0.99 -1.54 2.65 -0.40
N -1.32 -0.98 1.50 0.36
H -4.43 0.91 -2.40 0.18
H -1.88 1.03 -2.79 0.53
H -4.64 -1.34 1.79 0.46
H -1.71 -2.45 4.47 0.40
H 0.06 -1.63 2.88 0.36
O 2.17 -3.07 1.61 -0.72
C 2.15 -1.96 1.11 0.03
O 1.07 -1.42 0.64 -0.36
C 3.44 -1.19 0.97 0.56
C 4.62 -1.93 0.93 -0.76
C 5.85 -1.32 0.80 -0.52
C 5.91 0.07 0.71 -0.60
C 4.75 0.81 0.74 -0.74
C 3.50 0.20 0.88 0.71
S 2.11 1.27 1.04 -0.54
H 4.54 -3.01 1.03 0.47
H 6.76 -1.91 0.76 0.40
H 6.87 0.57 0.60 0.38
H 4.78 1.89 0.67 0.46
Br -3.57 6.45 2.81 -0.18
C -2.49 5.72 1.44 -0.04
C -2.13 6.51 0.36 -0.15
N -1.38 6.06 -0.64 -0.64
C -0.96 4.80 -0.58 -0.19
C -1.26 3.94 0.47 0.04
C -2.05 4.41 1.51 -0.36
C -0.76 2.54 0.48 0.87
O -0.14 2.11 -0.54 -0.60
O -0.98 1.80 1.46 -0.74
H -2.48 7.53 0.30 0.38
H -0.34 4.45 -1.40 0.52
H -2.29 3.76 2.34 0.58
N 4.07 -1.09 -5.55 -0.33
C 2.84 -1.58 -5.29 0.16
S 2.09 -2.62 -6.31 -0.37
C 2.21 -1.10 -4.03 1.24
C 2.60 0.07 -3.39 -0.98
C 1.97 0.46 -2.22 -0.80
N 1.00 -0.26 -1.67 0.73
C 0.62 -1.40 -2.27 -0.62
C 1.18 -1.83 -3.45 -0.83
H 4.54 -1.39 -6.38 0.22
H 4.59 -0.56 -4.87 0.18
H 3.37 0.73 -3.79 0.35
H 2.24 1.37 -1.71 0.53
H -0.15 -1.97 -1.77 0.49
H 0.85 -2.75 -3.91 0.39
```


(3)
Molecular formula: C5H12N2
Method: DFT, the ωB97M-V functional and the def2-TZVPD basis

ΔE to the lowest compared entry with this formula, charge and spin, kJ/mol: 48.1
Largest force on an atom, Eh/bohr: 0.01189
Highest occupied orbital energy, eV: -9.12
SMILES string: CCCC/N=C\N

XYZ file:
```
19
Properties=species:S:1:pos:R:3:mulliken_charge:R:1
C -1.29 -1.76 1.44 -1.15
C -0.09 -1.67 0.50 -0.43
C 0.62 -0.32 0.53 -0.29
C -0.35 0.85 0.25 -0.84
N 0.36 2.09 0.01 -0.59
C 0.96 2.24 -1.09 0.06
N 0.92 1.39 -2.20 -0.43
H -2.13 -1.16 1.08 0.29
H -1.65 -2.78 1.53 0.36
H -1.01 -1.41 2.44 0.30
H 0.64 -2.45 0.76 0.31
H -0.38 -1.86 -0.53 0.28
H 1.43 -0.30 -0.21 0.36
H 1.07 -0.14 1.50 0.27
H -0.98 0.99 1.12 0.36
H -1.01 0.57 -0.57 0.35
H 1.61 3.10 -1.25 0.35
H 0.11 0.79 -2.26 0.18
H 1.16 1.84 -3.05 0.27
```


(4)
Molecular formula: C20H22Cl42InO3
Method: DFT, the ωB97M-V functional and the def2-TZVPD basis

Largest force on an atom, Eh/bohr: 0.12616
Highest occupied orbital energy, eV: -5.63
Net charge: -1

XYZ file:
```
88
Properties=species:S:1:pos:R:3:mulliken_charge:R:1
C 0.53 -1.93 5.04 -0.70
C 0.44 -0.85 4.30 -0.06
In 0.50 0.86 2.80 0.94
C 2.49 1.95 3.13 -0.32
C 2.12 3.47 3.57 0.07
O 2.25 4.40 2.70 -0.62
C -1.14 2.38 3.16 -0.49
C -2.63 1.82 3.00 0.22
O -3.51 2.60 2.50 -0.58
O -3.04 0.50 3.41 -0.40
H 0.79 -2.62 5.93 0.32
H 0.39 0.34 1.10 -0.44
H 3.17 1.42 3.87 0.04
H 3.06 2.05 2.14 0.15
H 1.71 3.75 4.62 0.24
H -1.03 2.92 4.17 0.28
H -1.00 3.20 2.35 0.27
H -2.85 -0.10 2.65 0.19
C -1.19 -5.41 4.01 -0.08
Cl -2.44 -5.13 2.78 -0.09
Cl -0.34 -6.94 3.69 -0.16
Cl -0.05 -4.06 4.06 -0.05
H -1.68 -5.49 4.98 0.34
C 2.55 -4.36 0.65 -0.18
Cl 3.76 -3.55 1.65 -0.12
Cl 1.53 -5.42 1.63 -0.02
Cl 1.55 -3.17 -0.19 0.00
H 3.06 -4.97 -0.09 0.35
C -3.79 -1.88 -0.34 -0.03
Cl -5.25 -1.45 0.57 -0.13
Cl -2.34 -1.36 0.53 -0.05
Cl -3.74 -3.63 -0.64 -0.11
H -3.82 -1.37 -1.30 0.29
C 2.14 1.66 -1.83 0.23
Cl 0.63 1.85 -2.73 -0.12
Cl 2.34 2.98 -0.67 -0.10
Cl 2.18 0.10 -1.00 -0.07
H 2.97 1.70 -2.53 0.01
C 4.72 4.43 5.98 -0.17
Cl 3.26 4.86 6.89 -0.13
Cl 6.17 4.96 6.85 -0.05
Cl 4.77 2.69 5.68 0.00
H 4.69 4.94 5.02 0.37
C 2.39 2.57 -6.40 0.05
Cl 2.30 4.21 -7.04 -0.14
Cl 3.35 2.54 -4.91 -0.12
Cl 0.77 1.92 -6.11 -0.08
H 2.88 1.94 -7.13 0.31
C -0.64 -5.90 -1.58 0.34
Cl 1.05 -6.25 -1.98 -0.14
Cl -1.45 -5.11 -2.94 -0.12
Cl -1.49 -7.38 -1.13 -0.14
H -0.66 -5.22 -0.73 0.03
C -1.55 1.88 -9.32 0.06
Cl -1.68 1.78 -11.08 -0.13
Cl -0.25 2.97 -8.84 -0.07
Cl -3.09 2.40 -8.61 -0.12
H -1.32 0.88 -8.94 0.25
C 9.90 5.10 8.60 -0.03
Cl 10.56 4.10 7.30 -0.10
Cl 8.92 6.42 7.93 -0.12
Cl 8.94 4.11 9.71 -0.10
H 10.73 5.53 9.16 0.36
C -6.26 1.13 -6.32 0.37
Cl -7.78 1.31 -7.21 -0.15
Cl -6.05 2.45 -5.16 -0.12
Cl -6.20 -0.43 -5.49 -0.11
H -5.44 1.17 -7.03 -0.02
C -8.89 -0.72 -10.14 0.41
Cl -7.20 -1.06 -10.55 -0.12
Cl -9.71 0.08 -11.49 -0.13
Cl -9.73 -2.20 -9.69 -0.08
H -8.90 -0.04 -9.29 -0.05
C 3.20 0.81 9.39 -0.03
Cl 1.94 1.09 8.18 -0.06
Cl 4.06 -0.70 9.06 -0.14
Cl 4.33 2.17 9.45 -0.10
H 2.72 0.73 10.37 0.32
C 7.82 1.16 3.40 -0.08
Cl 6.12 0.70 3.48 -0.03
Cl 8.15 2.10 1.94 -0.14
Cl 8.29 2.07 4.84 -0.08
H 8.42 0.25 3.36 0.34
C -10.51 -5.69 -8.33 0.13
Cl -11.96 -5.26 -7.41 -0.12
Cl -9.05 -5.16 -7.47 -0.10
Cl -10.45 -7.43 -8.64 -0.13
H -10.54 -5.17 -9.29 0.22
```